(w)
8
Properties=species:S:1:pos:R:3 method="wB97M-V/def2-TZVPD" lumo_ev=6.665 charge=-2 spin_multiplicity=1 homo_ev=-1.12 smiles="O=S(=O)([O-])S(=O)(=O)[O-]"
O -1.572 0.710 -1.176
S -1.017 -0.030 -0.024
O -1.609 -1.398 0.121
O -1.139 0.670 1.215
S 1.016 0.023 -0.036
O 1.357 1.270 0.623
O 1.638 -0.094 -1.384
O 1.330 -1.153 0.749

---

(x)
8
Properties=species:S:1:pos:R:3 method="wB97M-V/def2-TZVPD" lumo_ev="6.090 / 5.922" charge=-2 spin_multiplicity=1 homo_ev="-1.33 / -0.82"
O -0.072 2.719 0.758
O 0.741 -2.574 0.724
O -1.585 1.931 -0.933
O -2.002 1.248 1.491
O 0.390 -2.084 -1.661
O 2.518 -1.311 -0.465
S -0.989 1.654 0.412
S 0.999 -1.581 -0.327

---

Most stable structure: (w)

---

(w)
18
Properties=species:S:1:pos:R:3 method="wB97M-V/def2-TZVPD" lumo_ev="0.529 / -2.876" spin_multiplicity=3 homo_ev="-6.75 / -10.65"
C 1.725 0.940 -0.707
C 0.506 0.312 1.559
C 0.960 -1.412 -0.080
C 1.040 0.041 0.249
N -3.008 -0.287 -1.755
P -1.920 -0.012 -0.706
Cl -2.380 1.778 0.605
Cl -2.354 -1.365 0.759
H 0.808 1.485 -1.199
H 2.371 1.704 -0.278
H 2.206 0.370 -1.467
H -0.363 0.985 1.601
H 1.092 1.096 2.180
H 0.173 -0.576 2.140
H 0.406 -1.595 -1.095
H 1.912 -1.902 -0.204
H 0.288 -1.913 0.798
H -3.462 0.351 -2.400

---

(x)
18
Properties=species:S:1:pos:R:3 method="wB97M-V/def2-TZVPD" lumo_ev="0.509 / -2.833" spin_multiplicity=3 homo_ev="-6.38 / -9.79"
C 1.726 -1.467 -0.773
C 0.554 -0.509 1.322
C 0.675 -0.434 -0.181
C 0.888 0.983 -0.694
N 0.635 1.660 -1.765
P -2.569 0.954 0.495
Cl -0.949 1.350 -2.671
Cl -3.673 -0.569 1.171
H 1.913 -1.421 -1.792
H 2.715 -1.231 -0.382
H 1.242 -2.390 -0.574
H 1.316 -1.236 1.696
H 0.678 0.522 1.736
H -0.452 -0.827 1.611
H -0.275 -0.593 -0.662
H 1.760 1.583 -0.211
H -2.665 1.790 1.571
H -3.518 1.836 0.104

---

Most stable structure: (w)

---

(w)
62
Properties=species:S:1:pos:R:3 method="wB97M-V/def2-TZVPD" lumo_ev="0.020 / -2.298" spin_multiplicity=5 homo_ev="-7.97 / -8.31"
Ir -0.409 -0.043 -0.008
C -2.497 4.090 -5.050
O -2.528 4.837 -3.844
C -2.323 4.178 -2.689
C -2.350 4.975 -1.529
C -2.172 4.385 -0.312
C -1.949 2.997 -0.167
C -1.817 2.443 1.159
C -2.002 3.310 2.371
O -1.551 1.243 1.391
C -1.870 2.212 -1.353
O -1.589 0.928 -1.393
C -2.090 2.821 -2.602
H -2.683 4.804 -5.846
H -3.273 3.322 -5.055
H -1.521 3.623 -5.199
H -2.506 6.039 -1.631
H -2.189 5.004 0.572
H -2.852 3.982 2.283
H -1.098 3.910 2.509
H -2.117 2.664 3.238
H -2.032 2.181 -3.469
C -2.659 -3.461 1.576
C -1.832 -2.546 0.734
N -1.225 -1.525 1.266
O -1.455 -1.375 2.615
C -1.671 -2.784 -0.671
C -2.134 -4.030 -1.360
N -1.039 -1.841 -1.336
O -0.745 -1.914 -2.538
H -3.184 -2.894 2.340
H -2.012 -4.175 2.092
H -3.365 -4.012 0.963
H -0.878 -0.635 2.901
H -2.006 -4.912 -0.733
H -1.553 -4.159 -2.271
H -3.186 -3.972 -1.649
F 4.095 0.473 2.644
C 3.067 0.572 3.470
F 2.920 -0.597 4.096
F 3.291 1.515 4.370
S 1.482 0.916 2.567
O 1.669 0.154 1.331
O 0.451 0.431 3.445
N 1.269 2.432 2.348
S 2.270 3.455 1.671
O 3.628 3.273 2.071
O 1.659 4.744 1.708
C 2.260 2.995 -0.129
F 3.132 2.021 -0.388
F 2.586 4.053 -0.864
F 1.041 2.586 -0.505
C 3.292 -0.661 -2.492
C 2.185 -0.956 -1.537
C 2.182 -2.243 -0.785
O 1.304 -0.119 -1.386
H 3.714 -1.569 -2.920
H 4.079 -0.165 -1.914
H 2.951 0.022 -3.264
H 3.164 -2.711 -0.780
H 1.482 -2.906 -1.304
H 1.826 -2.083 0.233

---

(x)
62
Properties=species:S:1:pos:R:3 method="wB97M-V/def2-TZVPD" lumo_ev="0.087 / -2.066" spin_multiplicity=5 homo_ev="-8.16 / -8.50"
Ir -0.258 0.048 0.026
C -2.389 4.137 -4.935
O -2.548 4.855 -3.719
C -2.374 4.178 -2.565
C -2.523 4.948 -1.391
C -2.368 4.341 -0.184
C -2.058 2.962 -0.061
C -1.922 2.362 1.232
C -2.132 3.135 2.500
O -1.605 1.158 1.378
C -1.883 2.211 -1.250
O -1.545 0.939 -1.290
C -2.061 2.839 -2.496
H -2.559 4.853 -5.733
H -3.118 3.327 -5.009
H -1.381 3.728 -5.015
H -2.754 6.000 -1.479
H -2.471 4.939 0.711
H -2.947 3.852 2.442
H -1.202 3.670 2.715
H -2.310 2.431 3.309
H -1.918 2.225 -3.371
C -2.775 -3.357 1.438
C -1.839 -2.483 0.670
N -1.204 -1.515 1.233
O -1.479 -1.350 2.573
C -1.612 -2.728 -0.753
C -2.072 -3.976 -1.441
N -0.957 -1.809 -1.403
O -0.639 -1.841 -2.592
H -3.270 -2.783 2.217
H -2.218 -4.161 1.925
H -3.514 -3.802 0.776
H -0.925 -0.586 2.832
H -1.965 -4.846 -0.793
H -1.480 -4.127 -2.341
H -3.120 -3.907 -1.742
F 4.164 0.539 2.874
C 3.075 0.813 3.579
F 2.845 -0.195 4.412
F 3.250 1.916 4.285
S 1.582 0.980 2.449
O 1.925 0.176 1.258
O 0.506 0.471 3.259
N 1.322 2.483 2.127
S 2.413 3.459 1.458
O 3.765 3.063 1.720
O 1.971 4.795 1.686
C 2.226 3.225 -0.384
F 3.116 2.346 -0.838
F 2.418 4.387 -0.992
F 1.004 2.785 -0.712
C 3.345 -1.026 -2.514
C 2.251 -1.172 -1.505
C 2.171 -2.391 -0.642
O 1.437 -0.263 -1.402
H 3.775 -1.983 -2.799
H 4.128 -0.414 -2.056
H 2.970 -0.491 -3.384
H 3.063 -3.007 -0.718
H 1.305 -2.970 -0.972
H 2.002 -2.091 0.392

---

Most stable structure: (w)

---

(w)
43
Properties=species:S:1:pos:R:3 method="wB97M-V/def2-TZVPD" lumo_ev=0.657 spin_multiplicity=1 homo_ev=-8.94 smiles="COC(=O)c1cc(S(=O)(=O)NCCc2cccc(C)c2)cn1C"
C 4.062 -1.321 -2.582
O 2.810 -0.762 -2.212
C 2.823 0.032 -1.132
O 3.831 0.258 -0.496
C 1.491 0.546 -0.843
C 0.318 0.272 -1.533
C -0.703 0.972 -0.891
S -2.429 1.021 -1.311
O -2.671 0.196 -2.453
O -2.814 2.400 -1.336
N -3.214 0.341 -0.012
C -3.296 -1.099 0.063
C -1.954 -1.829 0.193
C -1.062 -1.386 1.322
C -1.538 -0.735 2.453
C -0.666 -0.356 3.459
C 0.683 -0.644 3.365
C 1.179 -1.325 2.260
C 2.632 -1.675 2.158
C 0.297 -1.674 1.247
C -0.130 1.655 0.162
N 1.188 1.399 0.187
C 2.092 1.947 1.165
H 4.779 -0.530 -2.811
H 4.462 -1.931 -1.770
H 3.872 -1.930 -3.462
H 0.217 -0.349 -2.399
H -2.950 0.801 0.844
H -3.964 -1.357 0.889
H -3.767 -1.412 -0.872
H -1.411 -1.717 -0.748
H -2.170 -2.896 0.317
H -2.592 -0.535 2.569
H -1.046 0.157 4.331
H 1.352 -0.358 4.164
H 2.753 -2.686 1.773
H 3.115 -1.610 3.129
H 3.145 -0.997 1.477
H 0.674 -2.196 0.379
H -0.593 2.312 0.871
H 1.883 1.517 2.146
H 3.115 1.711 0.882
H 1.968 3.029 1.217

---

(x)
43
Properties=species:S:1:pos:R:3 method="wB97M-V/def2-TZVPD" lumo_ev=-0.298 spin_multiplicity=1 homo_ev=-7.96 smiles="COC(=O)c1ccc(C(=O)OC)c(NC(=S)N2CCCCC2)c1"
C -2.556 3.511 1.183
O -2.006 2.264 0.783
C -2.794 1.499 0.007
O -3.892 1.840 -0.354
C -2.144 0.217 -0.364
C -2.741 -0.576 -1.347
C -2.166 -1.779 -1.685
C -0.975 -2.208 -1.091
C -0.408 -3.519 -1.450
O 0.570 -4.022 -0.931
O -1.089 -4.136 -2.423
C -0.606 -5.416 -2.802
C -0.348 -1.389 -0.123
N 0.828 -1.777 0.462
C 1.591 -1.069 1.373
S 2.083 -1.850 2.742
N 1.916 0.208 1.089
C 2.594 1.030 2.067
C 1.994 2.434 2.064
C 2.118 3.053 0.675
C 1.427 2.150 -0.342
C 2.000 0.735 -0.260
C -0.975 -0.195 0.249
H -1.793 4.001 1.784
H -3.464 3.355 1.768
H -2.802 4.115 0.307
H -3.653 -0.237 -1.810
H -2.631 -2.417 -2.419
H -1.259 -5.762 -3.598
H -0.638 -6.100 -1.952
H 0.426 -5.344 -3.154
H 1.027 -2.776 0.393
H 2.483 0.561 3.046
H 3.664 1.081 1.829
H 2.512 3.044 2.804
H 0.941 2.376 2.345
H 1.668 4.046 0.661
H 3.175 3.158 0.417
H 0.356 2.128 -0.140
H 1.573 2.530 -1.354
H 1.486 0.073 -0.955
H 3.063 0.768 -0.542
H -0.554 0.393 1.047

---

Most stable structure: (x)